Entry 1:
ORCA calculation (ωB97M-V with the def2-TZVPD basis set) on a structure of composition C29H38IN5NbS.

```
75
C29H38IN5NbS (ωB97M-V with the def2-TZVPD basis set)
C -4.5826 -1.1921 -1.9658
C -4.0814 -2.0052 -3.1881
C -2.5353 -2.2631 -3.2641
I -2.3157 -4.1365 -4.4287
Nb -1.4073 -2.4085 -1.2776
C -0.1500 -2.2722 0.6456
S -0.9706 -4.8855 -1.4455
H -3.9198 -0.3839 -1.6599
H -4.8166 -1.8731 -1.1494
H -5.5470 -0.7340 -2.2527
H -4.6149 -2.9571 -3.2300
H -4.3793 -1.4529 -4.0938
H -2.0653 -1.4882 -3.8785
H 0.1611 -2.1607 -2.2237
H -1.6124 -0.5919 -1.1371
H -2.9014 -2.7550 -0.2984
H 0.1161 -3.2581 1.0428
H -0.8128 -1.8050 1.3961
H 0.7317 -1.6276 0.5381
H 0.3200 -5.1475 -1.0698
N -0.0704 1.6224 -1.8939
C 1.0983 1.7852 -1.2712
C 1.5115 2.9836 -0.7064
C 0.6644 4.0758 -0.7965
C -0.5547 3.9292 -1.4395
C -0.8713 2.6859 -1.9659
H 1.7249 0.9010 -1.2296
H 2.4695 3.0610 -0.2101
H 0.9514 5.0299 -0.3690
H -1.2444 4.7588 -1.5300
H -1.8154 2.5188 -2.4737
N 2.3347 -6.8945 -1.0361
C 2.0147 -8.0458 -1.6290
C 2.8126 -8.6765 -2.5703
C 4.0112 -8.0772 -2.9219
C 4.3618 -6.8793 -2.3207
C 3.4930 -6.3342 -1.3887
H 1.0657 -8.4729 -1.3257
H 2.5020 -9.6111 -3.0173
H 4.6625 -8.5366 -3.6555
H 5.2874 -6.3781 -2.5696
H 3.7241 -5.3991 -0.8911
N -0.2397 1.4182 2.8884
C 0.1518 1.2044 4.1460
C 0.3874 2.2154 5.0648
C 0.2105 3.5275 4.6561
C -0.1941 3.7734 3.3540
C -0.4062 2.6896 2.5151
H 0.2797 0.1624 4.4177
H 0.7013 1.9808 6.0733
H 0.3853 4.3470 5.3429
H -0.3427 4.7835 2.9957
H -0.7261 2.8333 1.4886
N 4.4792 4.7649 0.3998
C 5.3200 4.1798 1.2562
C 6.6995 4.2231 1.1340
C 7.2419 4.9095 0.0598
C 6.3880 5.5225 -0.8429
C 5.0233 5.4215 -0.6272
H 4.8497 3.6515 2.0778
H 7.3317 3.7312 1.8605
H 8.3152 4.9654 -0.0726
H 6.7718 6.0664 -1.6952
H 4.3163 5.8863 -1.3054
N -4.5124 0.0682 1.9496
C -5.7887 -0.0828 1.5933
C -6.7765 0.8572 1.8452
C -6.4213 2.0211 2.5080
C -5.1004 2.1980 2.8879
C -4.1906 1.1965 2.5844
H -6.0175 -1.0090 1.0786
H -7.7964 0.6819 1.5297
H -7.1634 2.7804 2.7245
H -4.7819 3.0925 3.4069
H -3.1443 1.2901 2.8568
```

As for the HOMO energy: -4.0 eV. The relative energy (zero: lowest compared OMol25 entry of this formula, charge and spin) comes out at 28.38 kcal per mole. The HOMO-LUMO gap comes out at 6.2 eV. Its total charge is -1.

Löwdin analysis output, partial charges in e: -0.199, -0.451, -0.900, 0.543, 1.081, -0.416, -0.023, 0.026, 0.017, 0.057, 0.042, 0.079, -0.021, -0.143, -0.107, -0.127, -0.055, -0.052, -0.057, -0.287, 0.067, -0.142, -0.086, -0.112, -0.095, -0.161, 0.105, 0.076, 0.097, 0.092, 0.101, 0.060, -0.148, -0.080, -0.094, -0.081, -0.147, 0.106, 0.096, 0.099, 0.096, 0.106, 0.079, -0.151, -0.085, -0.096, -0.077, -0.152, 0.105, 0.095, 0.098, 0.097, 0.097, 0.056, -0.149, -0.076, -0.086, -0.077, -0.151, 0.106, 0.100, 0.103, 0.099, 0.104, 0.083, -0.150, -0.083, -0.099, -0.084, -0.146, 0.101, 0.095, 0.097, 0.094, 0.089

Entry 2:
ORCA calculation (ωB97M-V with the def2-TZVPD basis set) on a structure of composition C29H38N2OP2SiTb.

```
74
C29H38N2OP2SiTb (ωB97M-V with the def2-TZVPD basis set)
C -1.0371 3.1142 -3.2544
C -0.8945 1.7452 -3.0976
C 0.3757 1.1397 -3.4084
C 1.4731 1.9649 -3.8815
C 1.2317 3.3544 -4.0710
C 0.0034 3.9080 -3.7697
C 2.7130 1.3381 -4.0912
C 2.8927 -0.0348 -3.8509
C 1.7435 -0.7915 -3.3938
C 1.8870 -2.1804 -3.0509
C 3.1313 -2.7760 -3.1909
C 4.2390 -2.0550 -3.6737
C 4.1324 -0.7152 -3.9921
H -2.0038 3.5504 -2.9941
H 2.0548 3.9574 -4.4629
H -0.1960 4.9744 -3.9357
H 3.5480 1.9300 -4.4624
H 3.2234 -3.8344 -2.9377
H 5.1895 -2.5840 -3.8023
H 4.9841 -0.1370 -4.3640
N 0.5580 -0.1788 -3.1872
Tb 0.3156 -0.1684 0.6140
C -2.0153 0.8997 -2.4922
H -1.8923 -0.1325 -2.8720
H -3.0144 1.3393 -2.6624
C 0.6906 -2.9210 -2.4744
H -0.2096 -2.5178 -2.9649
H 0.7902 -4.0048 -2.6567
P -1.8455 0.7463 -0.6916
P 0.4289 -2.6188 -0.6783
C 1.7497 -3.6339 0.0681
H 1.6366 -3.6281 1.1607
H 1.7113 -4.6689 -0.3001
H 2.7283 -3.1931 -0.1608
C -1.0910 -3.5724 -0.3613
H -0.9715 -4.6145 -0.6776
H -1.3551 -3.5528 0.7016
H -1.9350 -3.1252 -0.8998
C -1.9823 2.4367 0.0215
H -2.9156 2.8944 -0.3375
H -1.9706 2.3741 1.1225
H -1.1031 3.0306 -0.2798
C -3.2934 -0.1762 -0.0876
H -3.2513 -0.3037 1.0040
H -4.1941 0.3827 -0.3675
H -3.2901 -1.1867 -0.5217
C 2.5897 -0.5121 1.2978
O 3.6828 -0.5827 1.6868
H 1.4671 0.5317 -0.7104
C 1.4392 2.7036 2.1599
Si 0.4052 1.6948 3.3636
C 1.4239 0.5541 4.4287
C -0.5972 2.8408 4.4341
N -0.6201 0.5928 2.4916
C -1.6317 -0.2078 3.0311
C -1.5878 -1.6190 2.8350
C -2.5307 -2.4267 3.4447
C -3.5559 -1.8353 4.2247
C -3.6431 -0.4332 4.3535
C -2.7151 0.3787 3.7247
H 2.0621 3.3131 2.8330
H 0.8234 3.3873 1.5538
H 2.1094 2.1326 1.4953
H 2.0605 1.2041 5.0428
H 0.7369 -0.0217 5.0674
H 2.0391 -0.1351 3.8307
H -1.2610 3.4895 3.8422
H -1.2006 2.2713 5.1577
H 0.1435 3.4600 4.9661
H -0.7291 -2.0710 2.2866
H -2.4601 -3.5099 3.3452
H -4.2689 -2.4659 4.7190
H -4.4224 0.0222 4.9632
H -2.7291 1.4692 3.7974
```

The spin multiplicity is 7. As for the HOMO energy (alpha / beta): -10.3 / -10.3 eV. The HOMO-LUMO gap (alpha / beta) comes out at 6.6 / 6.8 eV. As for the expectation value of S²: 12.710. Its total charge is +1.

Löwdin analysis output, partial charges in e: -0.044, -0.212, -0.183, -0.131, -0.020, -0.062, 0.070, -0.133, -0.184, -0.214, -0.038, -0.064, -0.020, 0.120, 0.120, 0.116, 0.131, 0.119, 0.115, 0.122, 0.136, 0.946, -0.288, 0.087, 0.104, -0.286, 0.087, 0.106, 0.747, 0.765, -0.261, 0.047, 0.063, 0.044, -0.255, 0.061, 0.026, 0.042, -0.241, 0.058, 0.029, 0.046, -0.231, 0.033, 0.061, 0.041, -0.127, 0.129, -0.101, -0.164, 0.318, -0.156, -0.171, -0.305, -0.404, -0.100, -0.083, -0.075, -0.066, -0.053, 0.051, 0.038, 0.002, 0.042, 0.050, 0.005, 0.041, 0.037, 0.042, 0.069, 0.107, 0.094, 0.111, 0.098

Entry 3:
ORCA calculation (ωB97M-V with the def2-TZVPD basis set) on a structure of composition C29H38N4O2P2Sn.

```
76
C29H38N4O2P2Sn (ωB97M-V with the def2-TZVPD basis set)
Sn -0.4875 -2.6066 0.9326
C -0.3323 3.7899 5.3148
C -0.9914 2.9307 4.5007
C -0.8394 2.6209 2.9961
C 0.2631 1.6607 2.4560
C 1.6512 2.2738 2.5519
C 2.0245 3.5495 2.8407
C 1.1535 4.6617 3.4342
C 0.9253 4.5631 4.9859
C 1.2941 -3.0057 2.3399
H -0.8319 4.1655 6.2265
H -1.7953 2.3340 4.9839
H -0.7819 3.5462 2.4194
H -1.7903 2.1616 2.6950
H 0.2071 0.6693 2.9700
H -0.0020 1.3473 1.4149
H 2.4593 1.5503 2.4399
H 3.1144 3.8034 2.8055
H 0.2311 4.9706 2.9181
H 1.8274 5.4999 3.2657
H 1.8853 4.1252 5.3459
H 0.8010 5.4979 5.6003
H 1.1868 -3.4276 3.3595
H 1.6546 -1.9776 2.5169
H 2.0215 -3.5814 1.7550
P 1.2729 -1.4677 -1.6269
P -2.0868 -1.1407 -1.5822
N 2.4735 -0.1778 -1.7440
N 2.3056 -2.7091 -2.6890
N -2.0608 0.6198 -1.8422
N -3.6888 -1.4621 -2.4860
C 0.3091 -0.8334 -3.0675
C -1.1214 -1.4648 -3.1383
C 3.5014 -0.0994 -0.7888
C 4.5296 0.6840 -1.2877
C 4.1433 1.1112 -2.6058
C 2.8832 0.5669 -2.8591
C 2.6123 -3.9863 -2.2141
C 3.0223 -4.7796 -3.2891
C 3.0138 -3.9511 -4.4581
C 2.6484 -2.6739 -4.0402
C -1.7190 1.5335 -0.8323
C -1.4142 2.7551 -1.4193
C -1.6741 2.6451 -2.8205
C -2.0037 1.3221 -3.0561
C -4.5065 -0.8193 -3.4197
C -5.6454 -1.5992 -3.6281
C -5.4739 -2.8024 -2.8662
C -4.2507 -2.7158 -2.2235
H 0.8148 -1.0806 -4.0225
H 0.1920 0.2700 -3.0663
H -1.6950 -1.0239 -3.9933
H -1.0579 -2.5650 -3.3029
H 3.4375 -0.6489 0.1372
H 5.4715 0.8681 -0.7888
H 4.7183 1.6845 -3.3292
H 2.2631 0.6058 -3.7568
H 2.5700 -4.2173 -1.1507
H 3.3034 -5.8261 -3.2424
H 3.2101 -4.2503 -5.4859
H 2.6670 -1.7370 -4.5865
H -1.8442 1.2888 0.2203
H -1.0073 3.6330 -0.9262
H -1.6681 3.4328 -3.5786
H -2.2567 0.8410 -3.9898
H -4.2400 0.1337 -3.8598
H -6.5037 -1.3340 -4.2280
H -6.1607 -3.6265 -2.7785
H -3.7298 -3.4163 -1.5899
C -1.3542 -1.8944 5.7659
O -0.8481 -1.9384 4.3071
C -1.3900 -1.8449 3.1213
O -2.4585 -1.3530 2.7819
H -1.6327 -0.8554 5.9787
H -0.5537 -2.2219 6.4355
H -2.1658 -2.6016 5.8433
```

As for the HOMO energy (alpha / beta): -12.5 / -12.5 eV. The relative energy (zero: lowest compared OMol25 entry of this formula, charge and spin) comes out at 0.00 kcal per mole. The HOMO-LUMO gap (alpha / beta) comes out at 3.9 / 3.0 eV. Its total charge is +2.

Löwdin analysis output, partial charges in e: 1.173, -0.108, -0.088, -0.199, -0.199, -0.109, -0.079, -0.202, -0.176, -0.305, 0.109, 0.094, 0.091, 0.092, 0.090, 0.074, 0.081, 0.117, 0.105, 0.097, 0.121, 0.122, 0.016, -0.011, -0.026, 1.077, 0.993, -0.292, -0.152, -0.271, -0.254, -0.399, -0.391, -0.149, -0.054, -0.039, -0.139, -0.010, 0.028, 0.035, -0.002, -0.146, -0.066, -0.051, -0.175, -0.127, -0.065, -0.084, -0.186, 0.072, 0.081, 0.088, 0.090, 0.095, 0.109, 0.114, 0.105, 0.134, 0.132, 0.137, 0.134, 0.088, 0.106, 0.117, 0.097, 0.092, 0.103, 0.098, 0.083, 0.108, -0.079, -0.479, 0.107, 0.106, 0.106, 0.099

| no. | calculated total energy (Ha) |
| --- | --- |
| 1 | -2154.26083 |
| 2 | -3109.10766 |
| 3 | -2393.46642 |